[1]
{
  "formula": "C4H5NO",
  "method": "ωB97M-V with the def2-TZVPD basis set",
  "symbols": ["O", "C", "N", "C", "C", "C", "H", "H", "H", "H", "H"],
  "xyz": [[1.070, 1.765, -0.189], [0.165, 1.259, 0.401], [0.557, -0.574, 1.177], [0.677, -1.105, -0.206], [-0.418, -0.184, 0.001], [-1.775, -0.025, -0.344], [-0.365, 1.682, 1.271], [0.013, -1.161, 1.802], [1.565, -0.770, -0.730], [0.438, -2.157, -0.349], [-2.373, 0.392, 0.489]],
  "e_homo_ev": [-8.86, -8.87],
  "e_tot_ha": -285.18013,
  "orbital_gap_ev": [7.823, 7.823],
  "e_lumo_ev": [-1.041, -1.042],
  "charge": 0,
  "spin_multiplicity": 1,
  "relative_energy_kcal_mol": 147.12
}


[2]
{
  "formula": "C4H5NO",
  "method": "ωB97M-V with the def2-TZVPD basis set",
  "symbols": ["N", "C", "C", "C", "C", "O", "H", "H", "H", "H", "H"],
  "xyz": [[-1.889, -1.166, -0.680], [-0.849, -0.370, -0.920], [0.196, -0.920, -0.026], [1.037, -0.077, 0.764], [1.047, 1.271, 0.553], [-0.769, 0.741, -1.465], [-2.711, -0.577, -0.886], [0.199, -1.997, 0.150], [1.665, -0.524, 1.543], [0.523, 1.704, -0.307], [1.550, 1.914, 1.273]],
  "e_homo_ev": [-9.53, -8.97],
  "e_tot_ha": -285.28930,
  "orbital_gap_ev": [7.637, 6.801],
  "e_lumo_ev": [-1.897, -2.168],
  "charge": 0,
  "spin_multiplicity": 1,
  "relative_energy_kcal_mol": 78.62
}


[3]
{
  "formula": "C4H5NO",
  "method": "ωB97M-V with the def2-TZVPD basis set",
  "symbols": ["C", "C", "C", "O", "C", "N", "H", "H", "H", "H", "H"],
  "xyz": [[0.453, -0.713, 1.320], [0.017, -0.044, 0.051], [-1.151, 0.528, -0.258], [-1.147, 0.940, -1.569], [-0.004, 0.578, -2.164], [0.755, -0.027, -1.180], [1.373, -0.267, 1.708], [0.640, -1.784, 1.172], [-0.319, -0.618, 2.093], [-2.070, 0.705, 0.279], [1.454, 0.702, -1.453]],
  "e_homo_ev": -9.32,
  "e_tot_ha": -285.31330,
  "orbital_gap_ev": 10.182,
  "e_lumo_ev": 0.859,
  "charge": 0,
  "spin_multiplicity": 1,
  "relative_energy_kcal_mol": 63.56
}


[4]
{
  "formula": "C4H5NO",
  "method": "ωB97M-V with the def2-TZVPD basis set",
  "symbols": ["C", "C", "C", "C", "H", "H", "H", "H", "H", "N", "O"],
  "xyz": [[-1.742, -0.017, -0.031], [-0.367, -0.026, 0.446], [0.630, -1.012, -0.148], [0.610, 1.034, -0.105], [-0.383, -0.086, 1.526], [0.965, -1.783, 0.569], [0.284, -1.436, -1.095], [0.279, 1.516, -1.052], [0.986, 1.763, 0.620], [-2.844, 0.027, -0.362], [1.583, 0.018, -0.367]],
  "e_homo_ev": -10.46,
  "e_tot_ha": -285.35479,
  "orbital_gap_ev": 11.254,
  "e_lumo_ev": 0.793,
  "charge": 0,
  "spin_multiplicity": 1,
  "relative_energy_kcal_mol": 37.52
}